Entry 1:
CH7NO4 | the ωB97M-V functional and the def2-TZVPD basis

Structure (XYZ):
```
13
Properties=species:S:1:pos:R:3
N 1.625 -0.120 1.565
C 1.211 -1.386 0.907
O 1.800 -2.389 1.130
O -0.077 -1.302 0.378
H 2.096 -0.379 2.452
H 0.997 0.585 1.492
H -0.162 -2.225 0.024
O 0.131 1.246 -2.356
H -0.393 0.823 -3.029
H -0.548 1.338 -1.688
O -2.202 1.446 -0.620
H -2.036 1.835 0.283
H -2.442 0.527 -0.540
```

For the largest force on an atom, the calculation gives 6.1 eV/Å. As for the SMILES: NC(=O)O.O.O. As for the energy above the lowest of the compared OMol25 structures with the same formula, charge and spin: 25.1 kcal/mol. The value obtained for the molar mass is 97.07 g/mol. The value obtained for the total energy is -10830.7922 eV. The HOMO energy comes out at -0.3902 Eh. The orbital gap is 0.3981 Ha.

These are the Mulliken partial charges, in e, on atoms 1 to 8: -0.47, 0.60, -0.50, -0.41, 0.24, 0.21, 0.33, -0.63


Entry 2:
C12H21MgO8S3 | the ωB97M-V functional and the def2-TZVPD basis

Structure (XYZ):
```
45
Properties=species:S:1:pos:R:3
Mg -0.479 0.265 -0.900
C 1.483 0.060 2.983
C 0.877 0.478 4.257
C -0.398 1.423 4.208
O -0.668 2.117 5.231
C -1.070 1.527 2.929
C -0.641 0.871 1.854
C 0.772 0.193 1.883
O 1.378 -0.144 0.698
O -1.437 0.856 0.840
O 1.363 0.291 5.355
H 2.520 -0.215 2.858
H -1.982 2.092 3.055
O -1.642 0.432 -2.258
H -2.094 0.436 -3.124
C -0.087 4.390 0.355
S -0.027 3.444 -1.280
O 0.386 2.036 -0.918
C -1.914 3.348 -1.514
H -0.905 4.048 0.989
H -0.344 5.420 0.109
H 0.902 4.277 0.797
H -2.392 2.738 -0.748
H -2.159 2.932 -2.492
H -2.300 4.365 -1.459
C 2.658 -2.055 -1.823
S 2.487 -0.421 -2.640
O 1.105 -0.100 -2.115
C 2.322 -1.025 -4.343
H 2.890 -2.004 -0.759
H 3.366 -2.737 -2.294
H 1.619 -2.383 -1.838
H 2.313 -2.115 -4.334
H 3.090 -0.705 -5.047
H 1.327 -0.729 -4.674
C -2.560 -3.522 0.083
S -0.743 -3.202 -0.355
O -0.590 -1.728 -0.482
C -0.018 -3.554 1.344
H -2.708 -4.366 0.757
H -3.110 -3.480 -0.857
H -2.967 -2.717 0.695
H 1.045 -3.361 1.202
H -0.158 -4.572 1.707
H -0.510 -2.903 2.067
```

For the largest force on an atom, the calculation gives 6.1 eV/Å. As for the net charge: -1. As for the energy above the lowest of the compared OMol25 structures with the same formula, charge and spin: 19.8 kcal/mol. The value obtained for the molar mass is 413.80 g/mol. The value obtained for the total energy is -67115.5330 eV. The HOMO energy comes out at -0.1295 Eh. The orbital gap is 0.2074 Ha.

These are the Mulliken partial charges, in e, on atoms 1 to 8: 1.68, -0.46, 0.28, 0.40, -0.72, -0.71, 0.76, 0.29


Entry 3:
C3H5NO2 | the ωB97M-V functional and the def2-TZVPD basis

Structure (XYZ):
```
11
Properties=species:S:1:pos:R:3
C -0.123 -1.700 0.540
O -0.135 -0.337 0.985
C 0.094 0.553 0.008
N 0.126 1.900 0.291
C -0.014 0.264 -1.341
O 0.458 0.668 -2.365
H 0.827 -1.988 0.072
H -0.280 -2.283 1.443
H -0.927 -1.903 -0.185
H 0.241 2.462 -0.541
H -0.268 2.364 1.094
```

For the largest force on an atom, the calculation gives 1.2 eV/Å. As for the SMILES: COC(N)=C=O. As for the energy above the lowest of the compared OMol25 structures with the same formula, charge and spin: 80.1 kcal/mol. The value obtained for the molar mass is 87.08 g/mol. The value obtained for the total energy is -8774.2204 eV. The HOMO energy (spin up / spin down) comes out at -0.2626 / -0.2625 Eh. The orbital gap (spin up / spin down) is 0.2741 / 0.2740 Ha.

These are the Mulliken partial charges, in e, on atoms 1 to 8: -0.74, -0.36, 0.64, -0.43, 0.02, -0.44, 0.32, 0.24